A structure of composition C34H22ClI2InN5O3, computed with ωB97M-V/def2-TZVPD.

Geometry as XYZ:
```
68
Properties=species:S:1:pos:R:3:mulliken_charge:R:1
In -0.9805 -0.2307 0.0407 2.011
O 2.0181 -1.9344 2.7509 -0.828
C 1.0972 -1.7027 1.9593 0.442
N 0.3422 -0.6343 1.8068 0.235
C 0.4045 0.5428 2.5618 -0.054
C 1.5440 1.0885 3.1455 -0.554
C 1.4656 2.3257 3.7735 -0.712
C 0.2577 3.0113 3.8267 -0.725
C -0.8835 2.4717 3.2435 -0.365
C -0.8176 1.2449 2.6056 -0.074
N -1.8732 0.6539 1.8759 -0.063
C -3.0280 0.3466 2.4482 0.202
O -3.4287 0.5927 3.5901 -0.780
C -3.9519 -0.4478 1.5337 0.407
C -5.2938 -0.5766 1.8728 -0.823
C -6.1334 -1.2711 1.0215 -0.210
C -5.6033 -1.8417 -0.1300 -1.041
C -4.2488 -1.7029 -0.3655 -0.034
N -3.4388 -1.0215 0.4460 -0.079
C 0.6785 -2.8264 1.0133 0.116
C 1.4263 -3.9965 0.9664 -0.598
C 1.0058 -5.0269 0.1464 -0.343
C -0.1643 -4.8732 -0.5891 -0.907
C -0.8464 -3.6754 -0.4889 0.053
N -0.4294 -2.6707 0.2835 0.189
H 2.4746 0.5380 3.0995 0.527
H 2.3572 2.7597 4.2114 0.384
H 0.2052 3.9744 4.3202 0.385
H -1.8245 3.0062 3.2626 0.473
H -5.6231 -0.1200 2.7951 0.517
H -7.1875 -1.3709 1.2487 0.412
H -6.2261 -2.3775 -0.8337 0.396
H -3.7886 -2.1483 -1.2412 0.390
H 2.3117 -4.0538 1.5851 0.512
H 1.5788 -5.9437 0.0796 0.422
H -0.5366 -5.6624 -1.2286 0.428
H -1.7648 -3.5047 -1.0405 0.179
I -0.3894 5.0435 0.1874 -0.056
C 1.1526 3.6478 -0.0073 -0.341
C 2.4848 4.0673 0.0673 -0.258
C 3.5062 3.1722 -0.1035 -0.193
I 5.4770 3.8833 0.0526 -0.021
C 3.2388 1.8104 -0.3803 0.967
C 4.2164 0.8250 -0.6314 -1.180
C 3.8393 -0.4592 -0.9048 -1.404
C 2.4742 -0.7775 -0.9275 -0.557
N 1.5349 0.1076 -0.6937 0.911
C 1.8839 1.3900 -0.4287 0.152
C 0.7814 2.3151 -0.2147 0.740
O -0.4357 1.9222 -0.2526 -1.015
H 2.6993 5.1099 0.2593 0.390
H 5.2637 1.0973 -0.6139 0.162
H 4.5747 -1.2280 -1.1051 0.461
H 2.1500 -1.7893 -1.1523 0.437
Cl 3.2312 1.8206 -5.1095 -0.280
C 1.7994 1.1775 -4.3411 0.450
C 0.8341 2.0417 -3.8481 -0.671
C -0.2733 1.5263 -3.1934 -0.297
C -0.4297 0.1513 -2.9915 0.338
C -1.5108 -0.3917 -2.1341 -1.444
C 0.5334 -0.6887 -3.5545 -0.283
C 1.6434 -0.1915 -4.2205 -0.855
H 0.9611 3.1113 -3.9587 0.411
H -1.0077 2.2072 -2.7805 0.185
H -1.7292 -1.4331 -2.3809 0.406
H -2.4204 0.2109 -2.1770 0.512
H 0.4264 -1.7631 -3.4350 0.429
H 2.3954 -0.8587 -4.6229 0.417
```

Calculated values
- HOMO level: -4.667 eV
- Energy relative to the best compared isomer or geometry (same formula, charge and spin): 0.0 kcal per mole
- Lowest unoccupied orbital energy: 2.1264 eV
- Kohn-Sham gap: 6.8 eV
- Total charge: -1

A structure of composition C13H19NO3PSSn, computed with ωB97M-V/def2-TZVPD.

Geometry as XYZ:
```
39
Properties=species:S:1:pos:R:3:mulliken_charge:R:1
C 3.3576 -3.1741 1.2310 -1.505
C 2.6409 -1.9051 0.8997 0.776
C 3.3977 -0.7560 0.6642 -1.220
C 2.7733 0.4260 0.3490 -0.892
C 1.3760 0.5099 0.2900 0.730
C 0.6426 1.8429 -0.1069 1.039
C 0.3831 1.8140 -1.6163 -1.542
C 1.3856 3.1204 0.3484 -1.430
C 0.5809 -0.6624 0.5650 0.873
O -0.6803 -0.3831 0.5812 0.529
C -1.8432 -1.1419 0.3849 -0.906
C -2.6929 -0.0025 -0.1400 0.271
N -3.8950 -0.4376 -0.8414 -0.343
P -3.6758 -0.6288 -2.4984 0.284
S -1.8762 -1.1044 -3.1052 -0.359
C -2.9579 0.9379 1.0952 0.011
O -4.0585 1.3677 1.3191 -0.598
O -1.8779 1.2316 1.8254 -0.569
C 1.2577 -1.8408 0.8527 -1.647
H 2.8548 -4.0599 0.8506 0.409
H 3.4619 -3.2852 2.3116 0.304
H 4.3674 -3.1740 0.8292 0.408
H 4.4761 -0.7704 0.7141 0.446
H 3.3434 1.3222 0.1493 0.434
H -0.3539 1.8536 0.4039 0.421
H -0.2389 2.6637 -1.8904 0.417
H 1.3302 1.8857 -2.1472 0.420
H -0.1250 0.8880 -1.8797 0.228
H 0.7047 3.9555 0.2123 0.427
H 1.6901 3.0447 1.4000 0.278
H 2.2567 3.2730 -0.2830 0.396
H -2.2547 -1.4383 1.3506 0.371
H -1.7782 -1.9702 -0.3173 0.394
H -2.1011 0.6006 -0.8264 -0.003
H -4.2835 -1.2663 -0.4084 0.389
H -4.5606 -1.6580 -2.8394 0.112
H -4.0957 0.5696 -3.0853 0.117
H 0.7048 -2.7503 1.0541 0.518
Sn 0.3637 1.1022 2.3038 1.009
```

Calculated values
- HOMO level: -11.429 eV
- Lowest unoccupied orbital energy: -4.8765 eV
- Kohn-Sham gap: 6.6 eV
- Total charge: +1

A structure of composition C18H47CeNO4Si2, computed with ωB97M-V/def2-TZVPD.

Geometry as XYZ:
```
73
Properties=species:S:1:pos:R:3:mulliken_charge:R:1
O 0.2353 0.2824 -1.6681 0.461
O -2.5161 -1.4660 -0.8454 0.196
C -0.5452 1.3540 -2.3312 -0.424
C 0.3281 2.2495 -3.1749 -1.312
H -1.0080 1.9114 -1.5042 0.178
H -1.3294 0.8569 -2.9138 0.465
H 1.1334 2.7219 -2.5914 0.233
H -0.2934 3.0565 -3.5712 0.464
H 0.7594 1.7062 -4.0208 0.291
C 0.5839 -0.9175 -2.4257 0.450
C -0.3626 -1.2340 -3.5627 -1.610
H 0.6006 -1.7410 -1.6899 0.043
H 1.6171 -0.7866 -2.7859 0.094
H -1.3773 -1.4372 -3.1895 0.234
H -0.0110 -2.1545 -4.0549 0.420
H -0.3953 -0.4315 -4.3035 0.411
C -2.0402 -2.8218 -0.1845 0.028
C -4.0255 -1.1108 -0.8010 0.141
C -1.9631 -3.8685 -1.2512 -1.131
H -2.7761 -3.0408 0.5943 0.437
H -1.0665 -2.5661 0.2454 0.229
H -2.9285 -4.0597 -1.7326 0.297
H -1.6451 -4.8107 -0.7940 0.440
H -1.2150 -3.6053 -2.0076 0.191
C -4.8054 -2.0577 -1.6641 -1.380
H -4.0176 -0.0821 -1.1706 0.350
H -4.3152 -1.1445 0.2547 0.263
H -4.4331 -2.0816 -2.6970 0.316
H -5.8325 -1.6771 -1.7050 0.443
H -4.8432 -3.0703 -1.2446 0.344
H -2.0735 -0.7203 -0.3462 -0.453
Ce 1.1449 0.7583 0.4489 0.590
C -1.5247 0.7674 1.1161 -0.036
Si -2.2094 1.3786 2.7556 0.080
H -1.9636 1.3557 0.2790 0.174
H -1.9620 -0.2477 1.1182 -0.469
C -3.7672 2.3913 2.4567 -1.076
C -1.0236 2.3965 3.7846 -0.972
C -2.7459 -0.1565 3.7124 -1.088
C 3.1033 1.1426 -0.7120 -0.751
Si 3.9851 -0.4894 -0.5935 0.454
H 3.7217 1.9803 -0.3455 0.625
H 2.8081 1.3930 -1.7520 0.251
C 4.4270 -1.1231 -2.3061 -1.257
C 2.8903 -1.7987 0.2273 -1.035
C 5.5786 -0.3814 0.3755 -1.108
H -2.8735 -1.0216 3.0439 0.242
H -3.7153 0.0563 4.1885 0.329
H -2.0106 -0.4203 4.4836 0.330
H -3.5287 3.3207 1.9279 0.313
H -4.2237 2.6345 3.4264 0.334
H -4.4940 1.8218 1.8583 0.259
H -0.6643 3.2901 3.2460 0.221
H -0.1592 1.8165 4.1309 0.204
H -1.5960 2.7413 4.6614 0.457
H 2.5853 -2.5169 -0.5454 0.374
H 1.9906 -1.5412 0.8282 0.286
H 3.5590 -2.3128 0.9307 0.487
H 6.0080 -1.3929 0.4394 0.306
H 5.3993 0.0145 1.3875 0.290
H 6.2909 0.2699 -0.1492 0.299
H 5.2472 -1.8478 -2.2024 0.329
H 4.7642 -0.2938 -2.9407 0.349
H 3.5778 -1.6172 -2.7946 0.348
N 1.8836 2.8788 1.5906 -0.308
C 2.5117 2.5655 2.9011 -0.589
C 2.8452 1.0754 2.9124 0.657
O 3.9720 0.7051 3.2184 -0.679
O 1.8381 0.3187 2.5020 -0.485
H 2.5459 3.4393 1.0453 0.312
H 1.0738 3.4865 1.7285 0.241
H 3.4433 3.1330 3.0210 0.350
H 1.8277 2.7762 3.7324 0.252
```

Calculated values
- HOMO level (spin up / spin down): -9.621 / -9.625 eV
- Lowest unoccupied orbital energy (spin up / spin down): -2.4035 / -2.4158 eV
- Kohn-Sham gap (spin up / spin down): 7.2 / 7.2 eV
- Total charge: +1
- 2S+1: 2

A cluster of 7 separate species, C7H28N14O7 in total, computed with ωB97M-V/def2-TZVPD.

Geometry as XYZ:
```
56
Properties=species:S:1:pos:R:3:mulliken_charge:R:1
C -0.4654 -0.0750 4.8727 0.810
O -1.2005 0.7854 5.3709 -0.718
N -0.2146 -1.2356 5.5285 -0.425
N 0.3598 0.1603 3.8176 -0.215
H 0.4823 -1.9082 5.2797 0.161
H -0.7912 -1.3261 6.3484 0.239
H 1.0358 -0.5276 3.5498 0.179
H 0.1987 1.0118 3.2959 -0.018
C -0.1097 -0.0949 -0.1252 0.589
O -0.4611 -0.9511 -0.9518 -0.807
N 1.1746 0.3613 -0.0605 -0.174
N -0.9178 0.4036 0.8200 0.075
H 1.4442 0.9822 0.6791 0.108
H 1.8844 -0.0736 -0.6255 0.015
H -1.8246 -0.0309 0.9061 -0.088
H -0.8082 1.2965 1.2709 0.228
C 1.3261 -1.0909 -4.3896 0.490
O 0.2861 -1.0818 -5.0261 -0.629
N 1.3855 -1.4750 -3.0718 -0.326
N 2.5760 -0.9705 -4.9234 -0.327
H 2.0925 -1.2171 -2.4124 0.264
H 0.4863 -1.7717 -2.7323 0.191
H 3.3618 -1.2384 -4.3630 0.174
H 2.7323 -0.6897 -5.8738 0.201
C -3.8317 -1.4337 0.4488 0.746
O -4.0937 -0.2442 0.4722 -0.650
N -3.0115 -2.0621 1.3723 -0.407
N -4.6183 -2.3503 -0.2248 -0.459
H -3.0165 -3.0645 1.3596 0.175
H -3.1764 -1.6261 2.2690 0.240
H -4.2765 -3.2877 -0.3160 0.165
H -5.2999 -1.9615 -0.8548 0.248
C 4.5576 -0.7815 -1.4663 0.711
O 3.7079 -1.0515 -0.6273 -0.689
N 5.0316 -1.6734 -2.3901 -0.394
N 5.0122 0.5068 -1.6514 -0.420
H 5.6032 -1.2752 -3.1102 0.186
H 5.0325 -2.6314 -2.0871 0.230
H 4.6948 1.1710 -0.9705 0.226
H 5.7103 0.6578 -2.3522 0.147
C 0.0022 3.6899 3.4259 0.542
O -0.4632 2.9084 2.5846 -0.693
N 0.2548 5.0049 3.1404 -0.612
N 0.1571 3.3739 4.7325 -0.355
H -0.3135 5.5638 3.7707 0.283
H -0.0912 5.2494 2.2180 0.313
H 0.9163 3.7427 5.2750 0.221
H -0.1514 2.4088 4.8716 0.174
C -3.1690 -0.2058 -3.6764 0.560
O -4.0028 -0.5803 -4.5045 -0.722
N -2.7746 1.0947 -3.6964 -0.365
N -2.5523 -0.9418 -2.7154 -0.089
H -3.3539 1.6450 -4.3066 0.211
H -2.1574 1.5199 -3.0321 0.159
H -1.6643 -0.6793 -2.2862 0.091
H -2.6959 -1.9298 -2.8568 0.226
```

Calculated values
- HOMO level: -8.576 eV
- Energy relative to the best compared isomer or geometry (same formula, charge and spin): 30.2 kcal per mole
- SMILES string: NC(N)=O.NC(N)=O.NC(N)=O.NC(N)=O.NC(N)=O.NC(N)=O.NC(N)=O
- Lowest unoccupied orbital energy: 0.0781 eV
- Kohn-Sham gap: 8.7 eV
- Total charge: 0

A structure of composition C18H22N2NiS2, computed with ωB97M-V/def2-TZVPD.

Geometry as XYZ:
```
45
Properties=species:S:1:pos:R:3:mulliken_charge:R:1
Ni 0.0938 -0.3833 0.1427 -0.096
C 0.6012 -2.3592 4.5626 -1.505
C 0.2088 -1.0226 3.9057 1.308
C -0.8965 -0.3373 4.7081 -1.863
C -0.1713 -1.2747 2.4597 1.311
C 0.6102 -2.1349 1.6260 -1.150
C 0.0952 -2.6775 0.4644 -0.784
C -1.1973 -2.3419 0.0307 0.695
C -1.8472 -3.1064 -1.0780 -1.896
C -1.8850 -1.3338 0.7435 -0.661
C -1.3826 -0.8186 1.9356 -0.151
H 0.8341 -2.1800 5.6111 0.449
H 1.4796 -2.8191 4.1079 0.377
H -0.2250 -3.0740 4.5199 0.391
H 1.0767 -0.3861 3.9405 -0.431
H -1.8017 -0.9492 4.7375 0.418
H -1.1521 0.6526 4.3223 0.418
H -0.5584 -0.2023 5.7338 0.453
H 1.5904 -2.4623 1.9478 0.479
H 0.6591 -3.4282 -0.0768 0.582
H -1.2200 -3.1510 -1.9699 0.410
H -2.8241 -2.7080 -1.3345 0.392
H -1.9831 -4.1357 -0.7383 0.453
H -2.8822 -1.0439 0.4351 0.539
H -1.9914 -0.1311 2.5039 0.542
C -2.1257 -0.4659 -2.7191 -1.218
C -0.6651 -0.1594 -2.7874 0.789
N 0.1488 0.0003 -1.7647 0.004
C 1.4183 0.3868 -2.1510 -0.181
C 1.5863 0.4658 -3.4805 -0.238
S 0.1217 0.0955 -4.2716 -0.100
C 2.3112 0.7490 -1.0753 0.099
C 3.5347 1.2979 -1.1353 -0.273
S 4.0628 1.6909 0.4316 -0.085
C 2.6304 1.0932 1.1151 0.790
N 1.7979 0.6115 0.2073 -0.047
C 2.4093 1.1869 2.5796 -1.284
H -2.4642 -0.4643 -1.6874 0.099
H -2.3519 -1.4279 -3.1759 0.369
H -2.6912 0.2887 -3.2651 0.515
H 2.4783 0.7418 -4.0233 0.448
H 4.1219 1.5253 -2.0126 0.450
H 3.0072 1.9894 3.0060 0.636
H 2.7167 0.2630 3.0659 0.313
H 1.3611 1.3855 2.7894 0.231
```

Calculated values
- HOMO level (spin up / spin down): -15.104 / -15.104 eV
- Lowest unoccupied orbital energy (spin up / spin down): -8.2104 / -8.2444 eV
- Kohn-Sham gap (spin up / spin down): 6.9 / 6.9 eV
- Total charge: +2

A structure of composition C52H50N3NiO2P3S2, computed with ωB97M-V/def2-TZVPD.

Geometry as XYZ:
```
113
Properties=species:S:1:pos:R:3:mulliken_charge:R:1
Ni 10.3339 12.4197 10.9256 1.021
O 13.3992 10.6087 10.7581 -0.898
S 12.7514 11.9535 10.8989 1.869
C 13.4563 12.8874 9.5265 -0.464
C 14.3852 12.1990 8.7070 -0.651
C 15.2105 12.9273 7.8057 -1.168
C 15.2432 14.3220 7.8288 -0.016
C 16.0125 15.3043 6.9879 -0.733
C 15.4732 16.6744 7.4627 -0.690
C 14.3581 16.3934 8.4197 -0.202
C 13.3139 17.1390 8.9869 -1.394
C 12.2527 16.5059 9.7016 -0.171
C 12.2029 15.1143 9.9436 -0.369
P 10.5345 14.5717 10.4553 2.840
C 9.4613 15.0183 9.0901 1.213
C 8.0713 14.9764 9.2459 -1.124
C 7.2504 15.3460 8.1796 -1.251
C 7.7788 15.8390 6.9753 -0.888
C 9.1750 15.8372 6.8266 -0.658
C 10.0143 15.4378 7.8569 -0.745
C 10.1747 15.7162 11.7654 0.792
C 11.2910 16.0694 12.5483 -0.277
C 11.2115 17.0716 13.5031 -0.718
C 10.0799 17.8784 13.5710 -0.997
C 8.9208 17.4947 12.8277 -0.529
C 8.9554 16.4026 11.9737 -0.651
C 13.2690 14.3091 9.3978 -0.419
C 14.2696 14.9882 8.6426 1.133
C 13.5419 12.8370 12.3642 0.479
C 14.7961 13.4141 12.1766 0.002
C 15.7407 13.5335 13.2136 -1.171
C 15.3990 13.1183 14.4936 0.360
C 16.1765 12.8755 15.7914 -0.959
C 15.0573 12.5907 16.8612 -0.770
C 13.7798 12.5158 16.0794 -0.144
C 12.5121 12.1290 16.4644 -1.163
C 11.5041 12.0002 15.4919 0.216
C 11.7174 12.2497 14.1319 -0.484
P 10.3978 11.6999 13.0877 1.972
C 8.9495 12.4362 13.9098 0.560
C 7.7393 11.7238 13.9371 -0.729
C 6.6275 12.2386 14.6175 -0.910
C 6.7882 13.3081 15.5094 -0.674
C 7.9516 14.0236 15.4702 -0.631
C 9.0414 13.6296 14.6941 -0.581
C 10.2977 9.9252 13.4102 1.204
C 9.5692 9.3812 14.5153 -0.194
C 9.4304 7.9957 14.6489 -0.789
C 10.1243 7.1020 13.8216 -0.763
C 10.9455 7.6435 12.8061 -0.902
C 10.9839 9.0257 12.5741 -0.389
C 13.0372 12.6182 13.6838 -1.260
C 14.0462 12.7432 14.7142 0.500
H 14.4615 11.0932 8.7278 0.593
H 15.8734 12.3080 7.1856 0.399
H 15.8248 15.1513 5.9215 0.356
H 17.0831 15.2293 7.1523 0.333
H 15.1056 17.3463 6.6675 0.390
H 16.2810 17.2522 8.0202 0.273
H 13.2806 18.2274 8.8721 0.426
H 11.4035 17.1095 10.0127 0.670
H 7.6688 14.7034 10.2133 0.758
H 6.1906 15.1572 8.2217 0.615
H 7.1345 16.1693 6.1722 0.432
H 9.5756 16.0445 5.8266 0.414
H 11.1018 15.4267 7.7165 0.268
H 12.2410 15.5267 12.4255 0.263
H 12.0328 17.2091 14.1875 0.526
H 10.0735 18.7619 14.1929 0.442
H 7.9765 18.0686 12.8548 0.425
H 8.0036 16.1363 11.5199 0.276
H 15.1366 13.6157 11.1718 0.291
H 16.7248 13.9397 12.9761 0.483
H 16.8538 13.6541 16.0703 0.413
H 16.8110 11.9634 15.7209 0.331
H 14.9358 13.3432 17.6605 0.357
H 15.2291 11.5724 17.3102 0.246
H 12.2521 11.9224 17.4915 0.504
H 10.5338 11.7157 15.8451 0.514
H 7.6943 10.8225 13.3451 0.691
H 5.6321 11.7905 14.4655 0.455
H 6.0055 13.5985 16.2753 0.345
H 8.0610 14.9957 16.0113 0.411
H 10.0280 14.0988 14.6987 0.470
H 9.0303 10.0643 15.1916 0.381
H 8.8552 7.6014 15.5596 0.322
H 9.9836 6.0504 14.0021 0.495
H 11.5420 6.9843 12.2025 0.583
H 11.6390 9.4449 11.7734 0.017
N 10.0157 10.6207 9.3262 -0.254
N 8.9347 10.8418 8.4752 -0.310
C 7.9303 11.6421 8.9061 0.560
N 7.0236 12.0287 7.9863 -0.361
S 7.9762 12.1717 10.5329 -0.446
H 10.8959 10.5692 8.8078 0.267
H 9.8445 9.6908 9.8364 0.096
H 8.8933 10.4187 7.5227 0.229
H 6.9464 11.6309 7.0678 0.187
H 6.2858 12.6587 8.2946 0.257
C 7.0038 6.9986 9.5790 -1.015
P 8.6848 6.5560 8.9995 1.019
C 9.2088 5.1292 10.0171 -0.952
C 8.4435 5.9064 7.3150 -1.158
O 9.6037 7.7349 9.0510 -0.704
H 6.3165 7.2138 8.7126 0.349
H 7.0852 7.9020 10.1988 0.211
H 6.5157 6.2139 10.2145 0.345
H 8.3855 4.3567 10.1017 0.382
H 9.4684 5.4595 11.0317 0.139
H 10.0720 4.5958 9.5259 0.338
H 7.7173 5.0800 7.2366 0.355
H 9.4660 5.6177 6.9839 0.343
H 8.1055 6.7598 6.6733 0.320
```

Calculated values
- HOMO level (spin up / spin down): -12.458 / -12.475 eV
- Energy relative to the best compared isomer or geometry (same formula, charge and spin): 0.0 kcal per mole
- Lowest unoccupied orbital energy (spin up / spin down): -4.6791 / -5.9082 eV
- Kohn-Sham gap (spin up / spin down): 7.8 / 6.6 eV
- Total charge: +2
- 2S+1: 3

no.,F_max (eV Å⁻¹),E_tot (eV)
1,0.5,-83111.2665
2,3.8,-47369.1877
3,2.3,-57785.9783
4,2.8,-42913.8934
5,0.8,-84702.7011
6,2.6,-153869.1563